ORCA calculation (ωB97M-V/def2-TZVPD) on a cluster of 10 separate species, H20O10 in total at a distorted geometry.

Last column: Mulliken charge in e.
Element x y z (Å)
H1 -0.8080 3.2291 0.4256  0.29
H2 1.2453 0.2553 -3.9342  0.28
H3 -1.7144 0.9305 1.4847  0.14
O1 -0.9852 1.0509 2.1018  -0.60
H4 0.3209 -4.2217 1.4753  0.28
H5 -3.0436 2.1129 -0.3055  0.39
H6 -1.2600 2.9779 -1.0561  0.41
H7 0.4892 -1.2426 0.6910  0.33
H8 2.0102 1.3816 3.5625  0.30
H9 -1.9503 1.0951 -0.2525  0.30
H10 -2.7829 -2.4897 0.3886  0.32
O2 0.7284 -0.3028 0.6260  -0.52
O3 1.0940 1.4585 3.8621  -0.60
H11 1.6520 2.2072 0.0373  0.29
H12 -2.0886 -2.6830 -0.8659  0.31
H13 1.5304 -2.6081 -2.9580  0.28
O4 1.3069 -2.4640 -2.0321  -0.59
H14 1.6165 -1.5445 -1.9355  0.34
H15 2.3764 0.4099 -2.7409  0.31
O5 -0.1199 -3.4316 1.1361  -0.60
O6 -2.8477 -3.0696 -0.3845  -0.63
O7 -0.9487 3.6663 -0.4193  -0.67
O8 2.2232 1.8170 -0.6324  -0.59
H16 -0.5712 0.1783 1.9376  0.36
O9 -2.4409 1.6393 -0.9100  -0.69
H17 -0.5498 -3.8285 0.3612  0.32
H18 1.2534 -0.3701 -0.1874  0.23
O10 1.7623 -0.1397 -3.2362  -0.63
H19 0.4791 0.8287 3.4680  0.35
H20 3.1337 1.8863 -0.3040  0.31

The HOMO energy comes out at -0.3997 hartree. The energy relative to the best compared isomer or geometry (same formula, charge and spin) is 365.4 kJ/mol. Its energy is -20798.826 eV. The net charge is 0. The orbital gap comes out at 10.772 eV. As for the structure (SMILES): O.O.O.O.O.O.O.O.O.O.

ORCA calculation (ωB97M-V/def2-TZVPD) on a cluster of 10 separate species, H20O10 in total.

Last column: Mulliken charge in e.
Element x y z (Å)
H1 -1.5652 2.5335 -0.6141  0.40
O1 -1.3281 3.1132 -1.3380  -0.69
O2 0.5140 -2.8035 -0.5720  -0.63
H2 1.0945 -3.5217 -0.3203  0.27
O3 0.5227 -0.0179 -0.3320  -0.44
H3 1.9296 2.5905 -0.7316  0.31
H4 -0.3152 0.0241 -0.7927  0.23
H5 4.9877 -1.3378 -0.0517  0.30
H6 -1.0180 -2.3929 -2.4246  0.30
H7 0.8832 -0.8729 -0.5671  0.30
H8 -2.0399 -1.8067 -0.4389  0.33
H9 2.1191 -0.0187 1.9239  0.27
O4 4.0610 -1.4558 -0.2603  -0.63
O5 -2.4291 1.3760 0.4213  -0.68
H10 -2.5387 1.1029 1.3321  0.35
O6 -2.1029 -2.0459 0.4858  -0.69
H11 -0.8652 0.2355 1.8006  0.29
H12 2.3783 1.4609 1.7356  0.33
H13 -3.3206 1.5262 0.1069  0.29
H14 -0.2891 -2.9586 -0.0748  0.35
O7 -1.7509 -1.7859 -2.3211  -0.64
H15 -1.9708 -1.5207 -3.2142  0.30
H16 0.4689 2.9879 -0.7192  0.38
H17 -1.7069 3.9598 -1.1015  0.33
H18 3.6259 -0.7074 0.1481  0.34
H19 -2.1719 -1.2094 0.9459  0.37
O8 -1.0703 0.0068 2.7071  -0.63
O9 1.3468 3.3261 -0.5431  -0.67
H20 -0.2704 -0.4012 3.0386  0.28
O10 2.8216 0.6133 1.7714  -0.64

The HOMO energy comes out at -0.3905 hartree. The energy relative to the best compared isomer or geometry (same formula, charge and spin) is 209.5 kJ/mol. Its energy is -20800.441 eV. The net charge is 0. The orbital gap comes out at 10.705 eV. As for the structure (SMILES): O.O.O.O.O.O.O.O.O.O.

ORCA calculation (ωB97M-V/def2-TZVPD) on a cluster of 10 separate species, H20O10 in total at a distorted geometry.

Last column: Mulliken charge in e.
Element x y z (Å)
H1 2.1017 -1.6609 0.0562  0.30
H2 1.8761 -0.9298 -2.1855  0.28
H3 0.2359 -0.9062 0.0297  0.33
O1 -1.7255 1.1624 1.8128  -0.66
H4 -1.0492 0.6185 2.2589  0.31
H5 -1.2286 2.0394 1.8502  0.29
H6 1.2493 -1.0106 2.8970  0.24
H7 0.9765 0.3676 3.2440  0.28
H8 1.1319 0.1808 -1.7067  0.28
H9 1.2115 -3.1825 -2.7164  0.30
O2 -0.1387 -0.1458 -0.4170  -0.29
O3 1.4910 -0.1062 -2.5393  -0.58
H10 0.8946 -3.3706 -1.1991  0.32
H11 -4.2004 1.7858 0.4622  0.26
H12 2.1706 2.6250 1.7841  0.28
H13 -0.4951 0.2845 0.3529  0.13
O4 -1.5231 -1.5461 -2.1978  -0.66
O5 0.6680 -0.2965 2.6773  -0.56
O6 2.0559 2.4066 0.8855  -0.60
H14 1.9361 -2.6386 1.1011  0.23
O7 0.5455 -3.3781 -2.0755  -0.66
H15 -0.7521 -2.1110 -2.3230  0.39
O8 1.5485 -2.3978 0.2952  -0.64
H16 -1.0178 3.3704 -0.2129  0.29
O9 -0.3599 2.7445 -0.5567  -0.68
H17 1.1653 2.5521 0.5746  0.35
H18 -2.9953 0.9986 0.6710  0.39
H19 -0.8169 2.2302 -1.1894  0.30
H20 -1.2766 -0.8063 -1.6850  0.41
O10 -3.6791 1.1206 0.0516  -0.62

The HOMO energy comes out at -0.3446 hartree. The energy relative to the best compared isomer or geometry (same formula, charge and spin) is 336.1 kJ/mol. Its energy is -20799.129 eV. The net charge is 0. The orbital gap comes out at 8.679 eV. As for the structure (SMILES): O.O.O.O.O.O.O.O.O.O.